{
  "formula": "C41H124N8O17",
  "method": "ωB97M-V/def2-TZVPD",
  "elements": ["C", "O", "H", "H", "H", "H", "C", "O", "H", "H", "H", "H", "C", "O", "H", "H", "H", "H", "C", "O", "H", "H", "H", "H", "C", "O", "H", "H", "H", "H", "C", "O", "H", "H", "H", "H", "C", "O", "H", "H", "H", "H", "C", "O", "H", "H", "H", "H", "C", "O", "H", "H", "H", "H", "C", "C", "C", "O", "C", "N", "H", "H", "H", "H", "H", "H", "H", "H", "H", "H", "H", "C", "C", "C", "O", "C", "N", "H", "H", "H", "H", "H", "H", "H", "H", "H", "H", "H", "C", "C", "C", "O", "C", "N", "H", "H", "H", "H", "H", "H", "H", "H", "H", "H", "H", "C", "C", "C", "O", "C", "N", "H", "H", "H", "H", "H", "H", "H", "H", "H", "H", "H", "C", "C", "C", "O", "C", "N", "H", "H", "H", "H", "H", "H", "H", "H", "H", "H", "H", "C", "C", "C", "O", "C", "N", "H", "H", "H", "H", "H", "H", "H", "H", "H", "H", "H", "C", "C", "C", "O", "C", "N", "H", "H", "H", "H", "H", "H", "H", "H", "H", "H", "H", "C", "C", "C", "O", "C", "N", "H", "H", "H", "H", "H", "H", "H", "H", "H", "H", "H"],
  "coordinates": [[-5.46807, 0.38126, -0.61584], [-6.72723, 0.21723, -0.02325], [-5.26495, 1.34758, -1.07742], [-4.68733, 0.24006, 0.13157], [-5.17347, -0.41025, -1.30491], [-7.18951, -0.52903, -0.41184], [-2.12842, -4.23513, 1.71079], [-2.15866, -3.45043, 0.50517], [-1.14683, -4.39065, 2.15844], [-2.78257, -3.76731, 2.44655], [-2.53096, -5.21137, 1.44056], [-3.05546, -3.33381, 0.18307], [-0.63259, 4.82642, -1.51456], [-0.27540, 4.85747, -2.85501], [0.23551, 5.12115, -0.92495], [-1.40665, 5.57334, -1.33840], [-0.96735, 3.83801, -1.19979], [0.44774, 4.24934, -3.02483], [0.96233, 3.36877, 1.86018], [0.99188, 2.88981, 0.51457], [1.54162, 2.68101, 2.47622], [1.45916, 4.33649, 1.79107], [-0.08801, 3.40698, 2.14902], [0.52866, 2.04952, 0.54533], [-0.41682, 1.59451, 4.83810], [0.57455, 2.58713, 4.99554], [-1.24254, 1.82436, 5.51149], [-0.87791, 1.62550, 3.85092], [0.02072, 0.60280, 4.95293], [1.37931, 2.27356, 5.41463], [3.99822, -5.09712, -0.25302], [4.70615, -5.08786, 0.98099], [3.71041, -4.11978, -0.64041], [4.59531, -5.51450, -1.06381], [3.07806, -5.67788, -0.18869], [4.21205, -4.53504, 1.59079], [1.60055, -5.65563, 3.08606], [1.55966, -5.66253, 4.48911], [0.58644, -5.61052, 2.68902], [2.16661, -4.74469, 2.89144], [2.10540, -6.56462, 2.75903], [1.80360, -4.78795, 4.80088], [4.01124, -1.31580, 2.94358], [3.79185, -2.58715, 2.22989], [3.36428, -1.36242, 3.81958], [5.06491, -1.22375, 3.20702], [3.81443, -0.44508, 2.31811], [2.98088, -2.43419, 1.73946], [-1.29616, -2.08993, 4.55862], [-0.02567, -2.23638, 3.94434], [-1.30970, -1.75337, 5.59527], [-1.90647, -1.34000, 4.05539], [-1.96374, -2.94629, 4.46337], [0.54845, -2.56842, 4.63841], [2.30250, 1.48976, -4.96239], [1.30468, 2.27269, -4.16728], [0.49696, 1.36832, -3.19751], [-0.20491, 0.42637, -4.03988], [-0.79977, -0.54022, -3.25603], [2.07980, 3.27834, -3.38941], [1.79249, 0.92143, -5.74020], [2.87654, 0.71029, -4.46139], [2.92987, 2.17463, -5.53287], [0.62230, 2.79725, -4.83609], [-0.14612, 1.93807, -2.52674], [1.26698, 0.81686, -2.65801], [-1.15846, -1.37743, -3.85480], [-1.79345, -0.18789, -2.97930], [-0.18049, -0.88501, -2.42796], [2.78968, 2.81746, -2.83827], [2.57468, 3.73398, -4.14280], [7.34364, -3.11166, 2.28243], [7.25842, -1.97898, 1.24948], [8.52391, -1.72325, 0.41064], [9.58404, -1.35030, 1.26634], [10.89279, -1.36181, 0.60353], [6.12789, -2.15732, 0.34312], [6.51372, -3.33347, 2.95334], [8.17922, -2.88288, 2.94392], [7.62440, -4.06520, 1.83516], [7.13775, -1.10248, 1.88610], [8.46237, -0.94685, -0.35193], [8.65482, -2.65851, -0.13364], [11.30616, -2.34887, 0.39631], [11.66963, -0.82432, 1.14734], [10.86057, -0.94735, -0.40409], [6.28904, -2.97981, -0.22049], [5.36204, -2.45652, 0.92967], [-0.35057, -4.08938, -2.57639], [-0.06882, -5.34650, -1.81003], [1.09915, -6.14218, -2.45469], [0.78977, -6.67050, -3.76084], [1.88076, -7.45361, -4.25278], [0.21235, -5.00853, -0.42350], [-1.01734, -3.45643, -1.99082], [-0.83787, -4.29702, -3.52904], [0.50944, -3.43183, -2.70331], [-0.94333, -5.99662, -1.78385], [1.39671, -6.99463, -1.84405], [2.00291, -5.54070, -2.55237], [1.52382, -7.96455, -5.14700], [2.08175, -8.32010, -3.62277], [2.76941, -6.86351, -4.47678], [-0.54062, -4.47924, -0.00757], [0.28772, -5.88719, 0.06882], [-5.30461, -1.04502, 2.97653], [-5.65546, 0.27886, 3.57049], [-4.41484, 1.13333, 3.93016], [-3.63234, 0.63525, 5.03567], [-4.29328, 0.88166, 6.25646], [-6.53142, 0.96974, 2.67118], [-6.19182, -1.59947, 2.67067], [-4.69200, -1.64260, 3.65160], [-4.73048, -0.88000, 2.06481], [-6.17618, 0.18841, 4.52379], [-4.78613, 2.15043, 4.05569], [-3.74112, 1.19646, 3.07564], [-3.52284, 0.68858, 7.00295], [-5.17763, 0.27269, 6.44406], [-4.62033, 1.91622, 6.36046], [-7.36282, 0.39652, 2.65381], [-6.22579, 0.71149, 1.74381], [4.78198, 2.78489, 1.40765], [4.62108, 3.10298, -0.06380], [4.39644, 1.82981, -0.90213], [4.40732, 2.05901, -2.32095], [5.59733, 2.58891, -2.81926], [3.61363, 4.13117, -0.27874], [3.91071, 2.28618, 1.83226], [5.13935, 3.59406, 2.04454], [5.54140, 2.00359, 1.43846], [5.55375, 3.58752, -0.35269], [3.45915, 1.33930, -0.63950], [5.11635, 1.02887, -0.73380], [5.48484, 3.61175, -3.17877], [5.78959, 1.98942, -3.70905], [6.46857, 2.34441, -2.21158], [2.78206, 3.67168, 0.06399], [3.44880, 4.28568, -1.26315], [-4.25721, 3.82022, 0.96569], [-5.64737, 4.40736, 1.38779], [-6.74659, 4.08317, 0.37272], [-6.58024, 4.74818, -0.87618], [-7.46356, 4.29522, -1.87937], [-6.00893, 3.99590, 2.71221], [-3.87102, 4.22087, 0.02844], [-4.34911, 2.75830, 0.73772], [-3.55224, 3.82457, 1.79702], [-5.48927, 5.48559, 1.41058], [-7.76277, 4.33399, 0.67698], [-6.67612, 2.99652, 0.32459], [-7.41939, 3.21580, -2.02431], [-7.09691, 4.83511, -2.75240], [-8.52351, 4.53632, -1.79890], [-5.33794, 4.21912, 3.43335], [-6.12177, 2.99249, 2.73519], [1.97961, -1.36915, -0.40591], [1.15126, -1.27897, 0.91262], [-0.31796, -0.87382, 0.70226], [-0.33837, 0.53779, 0.37971], [-1.66270, 1.09644, 0.45954], [1.09210, -2.67260, 1.43482], [3.03758, -1.47943, -0.16792], [1.81489, -0.45815, -0.98127], [1.67704, -2.21238, -1.02681], [1.66718, -0.57255, 1.56292], [-0.87021, -1.08721, 1.61746], [-0.68629, -1.42649, -0.16202], [-2.06899, 1.05641, 1.47020], [-2.35546, 0.56414, -0.19226], [-1.65047, 2.15764, 0.21094], [0.63218, -3.29381, 0.78469], [0.52373, -2.65739, 2.26958], [-3.19190, 2.66423, -3.14015], [-3.12787, 3.61059, -4.33694], [-4.43387, 3.63302, -5.09947], [-4.48073, 2.53192, -5.91685], [-5.76535, 2.38931, -6.47992], [-2.80369, 4.96423, -3.83179], [-4.02652, 2.77750, -2.44829], [-2.31504, 2.80675, -2.50856], [-3.32016, 1.61926, -3.42244], [-2.27811, 3.32219, -4.95568], [-4.41774, 4.49871, -5.76159], [-5.29159, 3.64471, -4.42694], [-5.82528, 1.60689, -7.23645], [-6.09596, 3.33674, -6.90555], [-6.35553, 2.02422, -5.63939], [-2.65589, 5.62045, -4.58521], [-1.84600, 4.87251, -3.52435]],
  "forces_ev_per_angstrom": [[1.5, -0.7, 0.0], [-0.4, 0.4, -0.3], [-0.6, 0.2, -0.1], [0.1, 0.3, 0.5], [-0.5, -0.1, -0.4], [0.0, -0.2, -0.1], [-1.5, 0.0, -0.7], [2.1, -0.1, 0.8], [0.2, 0.5, -0.5], [0.0, -0.1, 0.2], [-0.1, -0.3, 0.4], [-1.0, 0.0, -0.1], [0.5, 0.4, 0.9], [-0.2, 0.4, -1.1], [0.0, -0.2, 0.4], [-0.2, -0.2, -0.1], [-0.1, 0.0, 0.2], [0.9, -0.3, 0.2], [0.2, -0.3, -1.2], [0.2, 0.2, 0.0], [-0.2, 0.2, 0.5], [-0.3, 0.1, 0.6], [0.1, 0.4, 0.6], [0.1, -0.7, -0.4], [-0.1, -0.1, 0.1], [0.3, 0.8, -0.3], [0.1, -0.5, 0.3], [0.3, 0.2, -0.3], [-0.4, -0.2, 0.3], [-0.3, -0.3, 0.0], [-0.3, -0.1, -0.2], [0.1, -0.2, -0.8], [0.0, 0.4, 0.4], [0.4, -0.3, 0.3], [-0.1, -0.1, 0.1], [0.0, 0.3, 0.2], [0.4, 0.6, 0.2], [-0.4, -0.4, 1.6], [0.1, 0.1, -0.3], [-0.1, -0.3, -1.3], [0.0, 0.2, -0.2], [0.0, -0.2, 0.0], [0.0, -1.4, -0.5], [1.2, 1.6, 0.8], [0.2, 0.5, 0.1], [-0.1, -0.3, 0.2], [-0.4, -0.1, -0.1], [-1.0, -0.7, -0.2], [-1.7, 0.5, -0.3], [-0.4, 0.2, 1.0], [0.6, -0.2, 0.1], [0.5, 0.4, -0.4], [0.5, -0.6, 0.2], [0.3, -0.1, -0.1], [-0.6, -1.1, -1.9], [0.3, -0.3, 1.6], [0.8, -0.1, -2.1], [1.2, 1.2, 0.3], [-1.9, -0.8, -0.2], [-1.5, 0.4, -0.6], [-0.3, -0.1, -0.1], [0.2, 0.5, 0.6], [0.4, 0.0, 0.2], [-0.1, 0.1, 0.0], [-0.2, -0.1, 0.0], [-0.1, -0.1, 0.6], [0.9, -0.3, -0.4], [0.0, 0.4, 1.2], [-0.1, 0.0, 0.1], [0.1, -0.3, 0.1], [0.4, 0.6, 0.3], [1.9, -0.5, 0.0], [-0.4, 0.3, 0.4], [-0.2, -0.5, 0.5], [2.2, -0.4, -0.4], [-0.8, -0.2, -0.2], [0.0, 0.5, 0.0], [-0.5, 0.6, -0.5], [0.2, 0.1, 0.2], [-0.2, -0.1, -0.3], [-0.4, 0.5, -0.3], [-0.8, 0.2, 0.0], [0.8, -0.4, -0.1], [-0.4, -0.6, 0.5], [-0.6, 0.2, 0.4], [-0.4, 0.5, -0.1], [0.3, -0.2, -0.3], [-0.5, 0.1, 0.0], [-0.6, 0.7, 0.0], [0.3, -0.4, -0.5], [0.0, -0.3, -0.2], [0.4, 0.1, 0.5], [-1.3, -0.3, -0.2], [1.4, -0.5, 0.0], [-0.4, -0.1, 0.0], [0.2, 0.1, -0.1], [0.4, -0.4, -0.3], [-0.3, -0.1, -0.7], [-0.2, -0.2, 0.5], [0.0, 0.5, 0.1], [0.0, 0.5, -0.4], [0.4, 0.3, 0.7], [0.1, 0.0, 0.2], [-0.5, -0.1, -0.4], [0.1, 0.0, 0.5], [0.6, -0.6, 0.2], [0.9, 0.1, 1.3], [0.0, -0.5, -0.7], [-1.3, 0.6, -0.9], [0.7, 0.0, 0.5], [-0.4, 0.4, -0.4], [0.0, -0.1, 0.2], [0.0, -0.2, 0.0], [0.2, -0.1, -0.1], [-0.2, -0.3, 0.1], [0.2, 0.1, 0.7], [0.2, -0.2, -0.1], [-0.3, -0.1, 0.3], [0.1, -0.4, -0.1], [0.1, 0.3, -0.2], [-0.7, 0.3, 0.3], [0.3, 0.5, -0.5], [0.4, -1.2, -0.1], [0.6, 0.7, -0.4], [0.4, -0.2, -0.1], [-0.8, 0.1, 1.3], [0.3, -1.2, -1.3], [-0.2, -0.5, 0.5], [-0.4, 0.4, 0.1], [-0.3, 0.2, -0.3], [0.3, -0.1, 0.2], [0.4, -0.3, -0.3], [-0.4, 0.4, -0.2], [0.6, 0.1, 0.4], [0.3, 0.3, 0.6], [0.1, 0.1, -0.4], [-0.1, 0.7, 0.5], [-0.8, 0.4, -0.1], [0.0, 0.0, -0.2], [-0.9, -0.7, -0.4], [1.7, 1.2, -0.6], [-0.1, -0.1, 0.2], [0.2, -0.5, 0.6], [0.7, 0.3, -0.6], [-1.0, -0.3, 0.4], [0.2, 0.5, 0.2], [-0.4, -0.4, 0.1], [0.1, 0.6, -0.1], [-0.2, 0.3, -0.1], [0.0, 0.0, 0.8], [-0.4, -0.4, -0.8], [0.3, -0.2, -0.1], [-0.1, -0.4, -0.3], [-0.2, 0.3, 0.8], [0.2, 0.4, -0.3], [-0.4, -0.4, 0.1], [-0.7, 0.6, 0.6], [-0.7, -1.6, -1.6], [1.6, 1.3, -0.6], [-1.1, 0.0, 0.4], [0.2, -0.2, 0.0], [0.7, 1.0, 0.6], [0.1, 0.1, -0.1], [0.2, 0.1, -0.1], [-0.1, -0.1, 0.2], [-0.2, -0.2, 0.5], [-0.3, 0.1, -0.1], [-0.4, -0.2, 0.2], [0.1, -0.3, 0.3], [0.0, 0.0, -0.2], [0.3, -0.1, -0.3], [0.4, 0.1, -0.5], [0.1, -0.1, 0.1], [-0.1, -0.4, 0.3], [0.0, 0.8, 1.1], [1.0, 0.7, 0.0], [0.2, -1.7, -1.5], [0.2, -0.6, 0.7], [-0.5, -0.2, 0.1], [-0.3, 0.9, -0.2], [0.2, -0.3, -0.2], [0.6, -0.1, -0.3], [-0.3, -0.6, -0.5], [-0.4, 0.7, 0.2], [-0.1, 0.3, 0.3], [0.6, 0.1, -0.1], [-0.3, 0.1, 0.1], [-0.9, 0.4, -0.2], [-0.5, 0.1, -0.6], [0.1, 0.1, 0.5]],
  "spin_multiplicity": 2,
  "gap_ev": [1.769, 8.387],
  "e_tot_ha": -3353.23167,
  "charge": -1,
  "lumo_energy_ev": [1.6524, 1.5767]
}